Entry 1:
This record from the Open Molecules 2025 dataset describes 2 unconnected molecules or ions with the total composition C5H13N2O. The level of theory is ωB97M-V/def2-TZVPD.

Last columns: bonded neighbours and bond lengths (Å).
Geometry (Å):
1 C 0.09272 -0.90778 -3.13838  N2 1.466, H5 1.085, H6 1.085, H7 1.088
2 N -0.16326 -0.88027 -1.69475  C1 1.466, C3 1.302, H8 1.013
3 C 0.41511 -1.68002 -0.84561  N2 1.302, N4 1.319, H9 1.086
4 N 0.07214 -1.85770 0.41518  C3 1.319, H10 1.012, H11 1.009
5 H -0.19247 0.05530 -3.54813  C1 1.085
6 H -0.44131 -1.73995 -3.58398  C1 1.085
7 H 1.15882 -0.98865 -3.33825  C1 1.088
8 H -0.92913 -0.30906 -1.35941  N2 1.013
9 H 1.19242 -2.30940 -1.26928  C3 1.086
10 H -0.31851 -1.10870 0.97163  N4 1.012
11 H 0.57896 -2.55118 0.94544  N4 1.009
12 O 2.22766 1.92610 1.85893  C13 1.191
13 C 1.24517 1.36001 1.49428  O12 1.191, C14 1.509, H16 1.110
14 C -0.06155 1.35183 2.24987  C13 1.509, C15 1.521, H17 1.088, H18 1.096
15 C -1.25826 1.57742 1.33849  C14 1.521, H19 1.092, H20 1.088, H21 1.103
16 H 1.33723 0.73293 0.58298  C13 1.110
17 H 0.01453 2.10508 3.03059  C14 1.088
18 H -0.16874 0.37338 2.73124  C14 1.096
19 H -1.32465 2.53408 0.81698  C15 1.092
20 H -2.20344 1.43564 1.85894  C15 1.088
21 H -1.27346 0.88094 0.48324  C15 1.103

strongest force on any atom	0.94	eV/A
charge	+1
highest occupied orbital energy	-13.096	eV
Kohn-Sham gap	0.336	hartree
relative energy (zero: lowest compared OMol25 entry of this formula, charge and spin)	1.668	eV
multiplicity	1

Which charges does Mulliken predict for the atoms? In e, they are: number 1, C, carries -0.900; number 2, N, carries -0.057; number 3, C, carries 0.069; number 4, N, carries -0.256; number 5, H, carries 0.321; number 6, H, carries 0.339; number 7, H, carries 0.377; number 8, H, carries 0.235; number 9, H, carries 0.385; number 10, H, carries 0.170; number 11, H, carries 0.273; number 12, O, carries -0.420; number 13, C, carries 0.102; number 14, C, carries -0.370; number 15, C, carries -0.575; number 16, H, carries 0.215; number 17, H, carries 0.325; number 18, H, carries 0.302; number 19, H, carries 0.392; number 20, H, carries 0.315; number 21, H, carries -0.242



Entry 2:
This record from the Open Molecules 2025 dataset describes a gas-phase ion, C5H13N2O (charge +1). The level of theory is ωB97M-V/def2-TZVPD.

Last columns: bonded neighbours and bond lengths (Å).
Geometry (Å):
1 C -1.93654 -0.18011 1.14818  C2 1.511, H9 1.096, H10 1.086, H11 1.089
2 C -0.61194 -0.78345 0.74147  C1 1.511, N3 1.523, C4 1.520, H12 1.085
3 N -0.89337 -2.18808 0.22555  C2 1.523, H13 1.023, H14 1.018, H15 1.030
4 C 0.07826 -0.10937 -0.43358  C2 1.520, O5 1.232, N6 1.327
5 O -0.20967 -0.54990 -1.54777  C4 1.232
6 N 0.93727 0.87552 -0.20248  C4 1.327, C7 1.468, C8 1.460
7 C 1.59245 1.54046 -1.33503  N6 1.468, H16 1.074, H17 1.085, H18 1.091
8 C 1.15503 1.44739 1.12316  N6 1.460, H19 1.082, H20 1.093, H21 1.094
9 H -2.42316 -0.83155 1.88311  C1 1.096
10 H -2.57941 -0.01892 0.28803  C1 1.086
11 H -1.79083 0.74030 1.71152  C1 1.089
12 H 0.07971 -0.89779 1.56933  C2 1.085
13 H -1.81582 -2.16671 -0.21669  N3 1.023
14 H -0.86121 -2.88458 0.96741  N3 1.018
15 H -0.30173 -2.43812 -0.57924  N3 1.030
16 H 1.52010 0.89437 -2.18973  C7 1.074
17 H 2.61921 1.71611 -1.03152  C7 1.085
18 H 1.07016 2.46715 -1.57729  C7 1.091
19 H 1.77349 2.32918 1.01860  C8 1.082
20 H 1.66432 0.73684 1.77998  C8 1.093
21 H 0.20875 1.71993 1.59868  C8 1.094

strongest force on any atom	0.87	eV/A
charge	+1
highest occupied orbital energy	-13.459	eV
Kohn-Sham gap	0.372	hartree
relative energy (zero: lowest compared OMol25 entry of this formula, charge and spin)	0.781	eV
multiplicity	1
structure (SMILES)	C[C@@H]([NH3+])C(=O)N(C)C

Which charges does Mulliken predict for the atoms? In e, they are: number 1, C, carries -1.329; number 2, C, carries -0.099; number 3, N, carries -0.281; number 4, C, carries 0.637; number 5, O, carries -0.708; number 6, N, carries 0.043; number 7, C, carries -1.039; number 8, C, carries -0.901; number 9, H, carries 0.419; number 10, H, carries 0.415; number 11, H, carries 0.294; number 12, H, carries 0.381; number 13, H, carries 0.370; number 14, H, carries 0.354; number 15, H, carries 0.350; number 16, H, carries 0.351; number 17, H, carries 0.406; number 18, H, carries 0.339; number 19, H, carries 0.396; number 20, H, carries 0.315; number 21, H, carries 0.288



Entry 3:
This record from the Open Molecules 2025 dataset describes a gas-phase ion, C5H13N2O (charge +1). The level of theory is ωB97M-V/def2-TZVPD.

Last columns: bonded neighbours and bond lengths (Å).
Geometry (Å):
1 C 1.28807 1.84376 -0.08688  N2 1.437, H9 1.113, H10 1.079, H11 1.135
2 N 0.15462 1.03954 -0.45038  C1 1.437, C3 1.457, C6 1.430
3 C 0.18700 0.38852 -1.75325  N2 1.457, C4 1.521, H12 1.052, H13 1.167
4 C -0.00263 -1.09627 -1.48424  C3 1.521, O5 1.169, H14 1.102
5 O 0.23455 -1.74788 -0.54358  C4 1.169
6 C -0.96011 0.76499 0.40245  N2 1.430, C7 1.579, H15 1.142, H16 1.234
7 C -1.16922 -0.43715 1.40400  C6 1.579, N8 1.497, H17 1.123, H18 1.183
8 N 0.15374 -0.89538 1.93494  C7 1.497, H19 1.019, H20 1.115, H21 1.008
9 H 2.17369 1.22574 0.18182  C1 1.113
10 H 1.01848 2.36190 0.82091  C1 1.079
11 H 1.60078 2.70986 -0.75067  C1 1.135
12 H 1.03414 0.65061 -2.31944  C3 1.052
13 H -0.70882 0.47371 -2.49601  C3 1.167
14 H -0.39492 -1.60990 -2.37633  C4 1.102
15 H -1.90631 0.64203 -0.22547  C6 1.142
16 H -0.90088 1.71952 1.18232  C6 1.234
17 H -1.72308 -1.26908 0.89122  C7 1.123
18 H -1.89444 -0.04552 2.25289  C7 1.183
19 H 0.32229 -0.91582 2.93979  N8 1.019
20 H 0.84658 -0.08418 1.61008  N8 1.115
21 H 0.43902 -1.66807 1.35313  N8 1.008

strongest force on any atom	4.92	eV/A
charge	+1
highest occupied orbital energy	-12.536	eV
Kohn-Sham gap	0.342	hartree
relative energy (zero: lowest compared OMol25 entry of this formula, charge and spin)	3.694	eV
multiplicity	1
structure (SMILES)	CN(CC=O)CC[NH3+]

Which charges does Mulliken predict for the atoms? In e, they are: number 1, C, carries -1.037; number 2, N, carries 0.182; number 3, C, carries -0.776; number 4, C, carries -0.020; number 5, O, carries -0.476; number 6, C, carries -0.630; number 7, C, carries -0.564; number 8, N, carries -0.199; number 9, H, carries 0.375; number 10, H, carries 0.362; number 11, H, carries 0.321; number 12, H, carries 0.461; number 13, H, carries 0.306; number 14, H, carries 0.393; number 15, H, carries 0.267; number 16, H, carries 0.284; number 17, H, carries 0.334; number 18, H, carries 0.359; number 19, H, carries 0.379; number 20, H, carries 0.252; number 21, H, carries 0.428



Entry 4:
This record from the Open Molecules 2025 dataset describes a gas-phase ion, C5H13N2O (charge +1). The level of theory is ωB97M-V/def2-TZVPD.

Last columns: bonded neighbours and bond lengths (Å).
Geometry (Å):
1 C 1.04773 -1.89365 -0.12906  C2 1.556, H9 1.066, H10 1.106, H11 1.057
2 C 1.08987 -0.36705 0.16846  C1 1.556, N3 1.582, C4 1.542, H12 1.049
3 N 2.47605 0.13086 -0.40872  C2 1.582, H13 1.109, H14 1.009, H15 0.984
4 C 0.06981 0.59182 -0.47792  C2 1.542, O5 1.218, N6 1.366
5 O 0.44575 1.06540 -1.53493  C4 1.218
6 N -1.18972 0.58911 0.05038  C4 1.366, C7 1.389, C8 1.482
7 C -2.18962 1.29747 -0.60267  N6 1.389, H16 1.070, H17 1.158, H18 1.198
8 C -1.62039 0.12116 1.38929  N6 1.482, H19 1.023, H20 1.017, H21 1.129
9 H 1.94078 -2.23363 0.34237  C1 1.066
10 H 1.07547 -2.16388 -1.20068  C1 1.106
11 H 0.15345 -2.24575 0.31101  C1 1.057
12 H 1.14168 -0.26187 1.21097  C2 1.049
13 H 3.00316 0.40540 0.52755  N3 1.109
14 H 2.34149 0.90269 -1.04407  N3 1.009
15 H 2.83975 -0.51190 -1.05875  N3 0.984
16 H -1.86461 1.51543 -1.59880  C7 1.070
17 H -2.18054 2.39411 -0.23229  C7 1.158
18 H -3.29836 0.84427 -0.61800  C7 1.198
19 H -2.58421 0.37657 1.61997  C8 1.023
20 H -0.94929 0.42708 2.08890  C8 1.017
21 H -1.74827 -0.98364 1.19701  C8 1.129

strongest force on any atom	5.38	eV/A
charge	+1
highest occupied orbital energy	-13.273	eV
Kohn-Sham gap	0.359	hartree
relative energy (zero: lowest compared OMol25 entry of this formula, charge and spin)	2.455	eV
multiplicity	1
structure (SMILES)	C[C@@H]([NH3+])C(=O)N(C)C

Which charges does Mulliken predict for the atoms? In e, they are: number 1, C, carries -1.365; number 2, C, carries -0.158; number 3, N, carries -0.290; number 4, C, carries 0.696; number 5, O, carries -0.684; number 6, N, carries 0.139; number 7, C, carries -1.030; number 8, C, carries -1.122; number 9, H, carries 0.445; number 10, H, carries 0.374; number 11, H, carries 0.346; number 12, H, carries 0.396; number 13, H, carries 0.394; number 14, H, carries 0.332; number 15, H, carries 0.318; number 16, H, carries 0.361; number 17, H, carries 0.348; number 18, H, carries 0.338; number 19, H, carries 0.442; number 20, H, carries 0.394; number 21, H, carries 0.325



Entry 5:
This record from the Open Molecules 2025 dataset describes a gas-phase ion, C5H13N2O (charge +1). The level of theory is ωB97M-V/def2-TZVPD.

Last columns: bonded neighbours and bond lengths (Å).
Geometry (Å):
1 C -0.53116 2.54869 -1.73412  N2 1.487, H9 1.087, H10 1.090, H11 1.089
2 N -0.96217 1.97031 -0.43429  C1 1.487, C3 1.464, H12 1.013
3 C 0.16286 1.49759 0.37464  N2 1.464, C4 1.552, H13 1.081, H14 1.090
4 C 0.08113 -0.01944 0.69278  C3 1.552, N5 1.524, C6 1.516, H15 1.085
5 N -1.12450 -0.61132 -0.02699  C4 1.524, H16 1.038, H17 1.017, H18 1.018
6 C 1.31474 -0.80112 0.28559  C4 1.516, C7 1.513, H19 1.098, H20 1.091
7 C 1.22037 -2.26666 0.64859  C6 1.513, O8 1.208, H21 1.101
8 O 0.17479 -2.87048 0.60824  C7 1.208
9 H 0.07575 1.82503 -2.27264  C1 1.087
10 H -1.42082 2.86521 -2.27844  C1 1.090
11 H 0.06415 3.44954 -1.59348  C1 1.089
12 H -1.40509 2.74750 0.04061  N2 1.013
13 H 0.15939 2.03473 1.31287  C3 1.081
14 H 1.10468 1.72045 -0.12615  C3 1.090
15 H -0.15120 -0.22969 1.73160  C4 1.085
16 H -1.02983 -1.63499 0.11366  N5 1.038
17 H -2.00082 -0.31022 0.39165  N5 1.017
18 H -1.11778 -0.37225 -1.01692  N5 1.018
19 H 1.68262 -0.67258 -0.74048  C6 1.098
20 H 2.14714 -0.35107 0.82799  C6 1.091
21 H 2.12732 -2.75234 1.04009  C7 1.101

strongest force on any atom	1.34	eV/A
charge	+1
highest occupied orbital energy	-13.552	eV
Kohn-Sham gap	0.379	hartree
relative energy (zero: lowest compared OMol25 entry of this formula, charge and spin)	1.578	eV
multiplicity	1
structure (SMILES)	CNC[C@@H]([NH3+])CC=O

Which charges does Mulliken predict for the atoms? In e, they are: number 1, C, carries -1.020; number 2, N, carries -0.345; number 3, C, carries -0.837; number 4, C, carries 0.085; number 5, N, carries -0.275; number 6, C, carries -0.945; number 7, C, carries 0.127; number 8, O, carries -0.543; number 9, H, carries 0.346; number 10, H, carries 0.314; number 11, H, carries 0.387; number 12, H, carries 0.273; number 13, H, carries 0.349; number 14, H, carries 0.393; number 15, H, carries 0.447; number 16, H, carries 0.364; number 17, H, carries 0.355; number 18, H, carries 0.296; number 19, H, carries 0.379; number 20, H, carries 0.460; number 21, H, carries 0.389



Entry 6:
This record from the Open Molecules 2025 dataset describes a gas-phase ion, C5H13N2O (charge +1). The level of theory is ωB97M-V/def2-TZVPD.

Last columns: bonded neighbours and bond lengths (Å).
Geometry (Å):
1 C 1.42355 -2.86537 0.22983  C2 1.541, H9 1.095, H10 1.099, H11 1.228
2 C 0.47724 -1.71133 0.61259  C1 1.541, C3 1.490, H12 1.167, H13 1.143
3 C 0.97770 -0.46228 -0.02651  C2 1.490, N4 1.456, H14 1.163, H15 1.100
4 N 0.86378 0.74617 0.77815  C3 1.456, C5 1.374, H16 1.008
5 C -0.18999 1.60525 0.57748  N4 1.374, O6 1.184, C7 1.586
6 O -0.40495 2.65340 1.08470  C5 1.184
7 C -1.06647 1.32630 -0.71492  C5 1.586, N8 1.492, H17 1.130, H18 1.140
8 N -2.04687 2.45054 -0.67926  C7 1.492, H19 1.120, H20 1.013, H21 0.990
9 H 2.37514 -2.96320 0.76368  C1 1.095
10 H 1.56920 -2.81872 -0.85886  C1 1.099
11 H 0.72781 -3.87377 0.31522  C1 1.228
12 H -0.55567 -2.00714 0.15754  C2 1.167
13 H 0.36747 -1.68153 1.74959  C2 1.143
14 H 2.12771 -0.59773 0.08035  C3 1.163
15 H 0.68585 -0.53330 -1.08455  C3 1.100
16 H 1.44905 0.99156 1.56132  N4 1.008
17 H -1.56503 0.31297 -0.69469  C7 1.130
18 H -0.33681 1.31087 -1.59080  C7 1.140
19 H -2.61254 2.34439 -1.64035  N8 1.120
20 H -2.70128 2.45780 0.09338  N8 1.013
21 H -1.56489 3.31514 -0.71389  N8 0.990

strongest force on any atom	5.50	eV/A
charge	+1
highest occupied orbital energy	-13.697	eV
Kohn-Sham gap	0.367	hartree
relative energy (zero: lowest compared OMol25 entry of this formula, charge and spin)	2.324	eV
multiplicity	1
structure (SMILES)	CCCNC(=O)C[NH3+]

Which charges does Mulliken predict for the atoms? In e, they are: number 1, C, carries -1.185; number 2, C, carries -0.104; number 3, C, carries -0.676; number 4, N, carries -0.050; number 5, C, carries 0.592; number 6, O, carries -0.590; number 7, C, carries -0.797; number 8, N, carries -0.275; number 9, H, carries 0.354; number 10, H, carries 0.343; number 11, H, carries 0.304; number 12, H, carries 0.158; number 13, H, carries 0.260; number 14, H, carries 0.294; number 15, H, carries 0.283; number 16, H, carries 0.257; number 17, H, carries 0.345; number 18, H, carries 0.376; number 19, H, carries 0.409; number 20, H, carries 0.341; number 21, H, carries 0.361